88
Properties=species:S:1:pos:R:3:mulliken_charge:R:1 method="wB97M-V/def2-TZVPD" s2=6.0079 relative_energy_kj_mol=0.00 total_charge=+1 gap_ev="7.7 / 7.8" multiplicity=5 homo_energy_ev="-9.6 / -9.7"
Fe -0.70 -0.14 -0.18 2.409
N 1.08 0.55 1.02 -0.296
C 1.59 -0.54 1.87 -0.496
C 0.42 -1.20 2.57 -0.579
N -0.56 -1.63 1.55 -0.561
H 1.77 0.85 0.34 0.057
H 0.85 1.36 1.58 0.202
H 2.33 -0.20 2.60 0.558
H 2.08 -1.26 1.22 0.110
H -0.07 -0.47 3.22 0.155
H 0.77 -2.02 3.20 0.541
H -1.41 -1.97 1.99 0.242
H -0.19 -2.42 1.03 0.191
C -3.61 0.19 -2.60 -0.357
Si -3.06 -1.47 -1.92 -0.264
C -3.78 -2.74 -3.07 -1.401
C -3.86 -1.79 -0.25 -0.391
N -1.34 -1.44 -1.62 0.252
C -0.39 -2.25 -2.22 0.848
C -0.61 -3.21 -3.23 -0.718
C 0.40 -4.03 -3.71 -1.033
C 1.69 -3.96 -3.21 -0.782
C 1.97 -3.01 -2.24 -0.733
C 0.95 -2.21 -1.81 -0.131
F 1.23 -1.26 -0.84 0.113
H -4.68 0.38 -2.46 0.470
H -3.41 0.23 -3.68 0.379
H -3.06 1.00 -2.13 -0.516
H -4.87 -2.66 -3.03 0.403
H -3.52 -3.77 -2.80 0.388
H -3.49 -2.58 -4.11 0.341
H -4.90 -1.46 -0.18 0.354
H -3.29 -1.31 0.54 -0.417
H -3.83 -2.86 -0.04 0.397
H -1.60 -3.31 -3.64 0.322
H 0.16 -4.75 -4.48 0.442
H 2.47 -4.62 -3.57 0.450
H 2.96 -2.89 -1.82 0.472
O -0.06 1.45 -1.49 -0.522
S -0.07 1.58 -3.01 0.675
C 1.57 2.18 -3.43 -1.407
C 2.61 1.10 -3.44 0.369
C 2.57 0.08 -4.39 -0.197
C 3.58 -0.85 -4.46 -0.632
C 4.65 -0.79 -3.56 -0.575
C 4.68 0.20 -2.60 -0.789
C 3.66 1.15 -2.53 -0.170
C -0.99 3.10 -3.40 -1.094
C -0.39 4.38 -2.90 -0.241
C -0.40 4.69 -1.54 0.674
C 0.18 5.87 -1.09 -0.724
C 0.78 6.74 -1.98 -0.509
C 0.79 6.44 -3.34 -0.788
C 0.21 5.26 -3.79 -0.306
H 1.80 2.97 -2.70 0.511
H 1.47 2.64 -4.42 0.683
H 1.75 0.04 -5.09 0.392
H 3.55 -1.63 -5.20 0.446
H 5.45 -1.52 -3.62 0.430
H 5.51 0.26 -1.90 0.426
H 3.71 1.94 -1.80 0.440
H -1.99 2.91 -3.00 0.366
H -1.06 3.09 -4.49 0.657
H -0.87 4.01 -0.85 0.197
H 0.16 6.11 -0.03 0.435
H 1.23 7.66 -1.63 0.408
H 1.25 7.12 -4.04 0.399
H 0.22 5.03 -4.85 0.421
C -2.60 0.83 2.44 -0.651
C -3.57 1.87 3.07 -0.922
N -3.55 3.11 2.32 -0.150
C -3.91 2.83 0.93 -1.164
C -2.85 1.89 0.30 0.852
N -1.86 1.44 1.31 0.860
C -1.17 2.63 1.84 -1.329
C -2.20 3.67 2.35 -1.041
H -3.14 -0.04 2.08 0.275
H -1.87 0.50 3.18 0.306
H -3.30 2.09 4.10 0.328
H -4.60 1.49 3.07 0.322
H -3.97 3.77 0.38 0.312
H -4.90 2.38 0.92 0.373
H -2.30 2.39 -0.50 -0.434
H -3.33 1.01 -0.13 -0.207
H -0.54 3.04 1.04 0.436
H -0.52 2.30 2.65 0.820
H -2.18 4.57 1.74 0.249
H -1.97 3.96 3.38 0.368